No. 1
C2H3NO2S | wB97M-V/def2-TZVPD

```
9
C2H3NO2S, DFT wB97M-V/def2-TZVPD
C -1.7555 0.3326 0.1362
C 0.6089 -0.4879 0.5362
N 1.8605 -0.4694 0.3547
O -4.2256 0.1339 -0.6671
O -2.5802 0.4469 1.2642
S -3.2500 -0.5893 0.0813
H -1.5845 1.3450 -0.2765
H 0.1177 -1.0880 1.2797
H 2.2524 0.2389 -0.1806
```

HOMO (spin up / spin down)	-0.3232 / -0.3138	hartree
energy relative to the best compared isomer or geometry (same formula, charge and spin)	669.1	kJ/mol

No. 2
C19H37CoGeN3O6 | wB97M-V/def2-TZVPD

```
67
C19H37CoGeN3O6, DFT wB97M-V/def2-TZVPD
Co -0.1907 1.0771 0.0830
C 3.7772 0.7484 1.4771
C 2.3906 1.3375 1.7096
C 2.0289 1.2590 3.1836
C 2.3883 2.7727 1.1975
O 1.4011 0.5231 0.9747
Ge 1.9540 -0.9974 -0.1655
O 0.7181 0.1000 -1.3299
C 1.0161 0.3612 -2.7353
C 2.2216 -0.4741 -3.1579
C 1.3500 1.8391 -2.8848
C -0.1676 -0.0263 -3.6099
O 0.4932 -1.9596 0.3946
C 0.4747 -3.3785 0.6485
C -0.4618 -3.5848 1.8323
C -0.0764 -4.0601 -0.5997
C 1.8630 -3.9121 0.9769
H 4.5016 1.3545 2.0201
H 3.8648 -0.2739 1.8490
H 4.0539 0.7613 0.4220
H 2.7732 1.7894 3.7777
H 1.0591 1.7110 3.3818
H 2.0070 0.2201 3.5161
H 3.2428 3.2968 1.6248
H 2.5120 2.7902 0.1100
H 1.4891 3.3155 1.4665
H 3.1195 -0.2133 -2.5987
H 2.0346 -1.5438 -3.0422
H 2.4248 -0.2895 -4.2130
H 2.2001 2.1044 -2.2548
H 1.6130 2.0645 -3.9186
H 0.5005 2.4711 -2.6203
H -0.4523 -1.0678 -3.4422
H -1.0224 0.6261 -3.4493
H 0.1080 0.0619 -4.6607
H -1.4604 -3.2123 1.5969
H -0.5498 -4.6430 2.0789
H -0.0840 -3.0629 2.7130
H -1.0811 -3.6978 -0.8191
H 0.5694 -3.8550 -1.4566
H -0.1256 -5.1413 -0.4682
H 2.2963 -3.3857 1.8299
H 1.8003 -4.9692 1.2351
H 2.5452 -3.8212 0.1301
N -1.1685 -0.0926 1.2698
N -1.3605 0.5774 2.4895
C -1.1644 1.9552 2.4536
O -1.4154 2.6793 3.3752
O -0.6440 2.3529 1.3009
H -2.0252 -0.4052 0.8155
H -0.5370 -0.9063 1.3503
H -1.9961 0.1751 3.1605
O -2.0856 -1.1087 -1.0330
C -2.9053 -0.3003 -1.8243
C -2.6446 1.1951 -1.7859
C -3.4920 1.9582 -2.5866
C -3.3519 3.3260 -2.6533
C -2.3480 3.9245 -1.9066
C -1.5465 3.1220 -1.1313
N -1.6736 1.7776 -1.0642
H -1.1719 -1.1430 -1.3546
H -3.9272 -0.4657 -1.4737
H -2.8839 -0.6057 -2.8751
H -4.2621 1.4530 -3.1542
H -4.0088 3.9167 -3.2764
H -2.1921 4.9926 -1.9086
H -0.7733 3.5571 -0.5161
```

HOMO (spin up / spin down)	-0.4277 / -0.4278	hartree
charge	+1

No. 3
C26H34BaNO2 | wB97M-V/def2-TZVPD

```
64
C26H34BaNO2, DFT wB97M-V/def2-TZVPD
C -1.7761 2.3746 -0.3826
C -1.5474 1.2018 -1.1383
C -1.8937 0.0824 -0.3446
H -1.2215 1.1661 -2.1786
C -2.3417 0.5584 0.9130
C -2.2718 1.9834 0.8908
H -2.7720 -0.0525 1.7103
C 2.8468 1.4181 -1.6718
C 1.6405 1.2359 -2.4348
C 1.3920 -0.1526 -2.5520
H 1.0147 2.0350 -2.8319
C 2.3793 -0.8316 -1.7742
C 3.3426 0.1450 -1.3324
H -1.9272 -0.9510 -0.6891
H -2.5781 2.6507 1.7029
H -1.6528 3.3981 -0.7451
H 4.2649 -0.0629 -0.7889
H 0.5714 -0.6465 -3.0805
H 3.2848 2.3667 -1.3627
Ba 0.2067 1.2901 2.2243
C 2.0184 -2.0340 -0.9396
C 3.2691 -2.7610 -0.4616
C 1.1069 -3.0108 -1.6846
H 4.0072 -2.8077 -1.2757
H 3.0521 -3.7942 -0.1601
H 3.7239 -2.2454 0.3877
H 1.5308 -3.2395 -2.6768
H 0.0886 -2.6319 -1.8357
H 1.0231 -3.9685 -1.1482
C 1.2634 -1.2855 0.2512
C 0.5722 -1.8983 1.4483
H 0.4848 -0.6905 -0.2707
H 1.9917 -0.5593 0.6729
O 0.4487 -1.1209 2.4534
N 0.0465 -3.1585 1.4161
C -1.2922 -3.3678 2.0733
H 0.7192 -3.8805 1.6838
C -2.3879 -3.3824 1.0416
C -3.6591 -2.8872 1.3629
H -3.8300 -2.4884 2.3625
C -4.6974 -2.8998 0.4292
H -5.6789 -2.4942 0.6917
C -4.4785 -3.4295 -0.8473
H -5.2802 -3.4440 -1.5872
C -3.2151 -3.9308 -1.1840
H -3.0233 -4.3382 -2.1812
C -2.1826 -3.9203 -0.2329
H -1.2037 -4.3393 -0.4752
H -1.4913 -2.5657 2.8014
H -1.2529 -4.3094 2.6501
C 1.1778 4.6180 -0.6461
C 1.2373 4.4419 0.8669
C 2.5121 5.0708 1.4359
C 0.0072 5.0915 1.5228
O 1.3297 3.0734 1.1538
H 1.0937 5.6765 -0.9299
H 0.3139 4.0726 -1.0425
H 2.0830 4.1929 -1.0938
H 2.5831 6.1452 1.2283
H 2.5532 4.9209 2.5223
H 3.3969 4.5743 1.0196
H -0.9293 4.6524 1.1571
H 0.0259 4.9781 2.6166
H -0.0193 6.1656 1.2898
```

HOMO (spin up / spin down)	-0.0931 / -0.0932	hartree
charge	-1